DFT (ωB97M-V with the def2-TZVPD basis set) results for one molecule with the formula C9H6F3NO2 in a non-equilibrium geometry.

```
21
Properties=species:S:1:pos:R:3:nbo_charge:R:1
C -1.1390 0.5659 0.0915 -0.108
C -1.7267 -0.2313 1.2199 0.087
C -0.0428 1.1137 0.5345 0.285
C -0.7572 -0.0126 2.3606 0.269
C 2.3010 -0.6391 1.1774 0.777
C 1.3396 1.3277 0.0459 -0.435
C 1.7976 -0.1197 0.0991 -0.469
C -1.7238 0.5043 -1.3204 -0.644
C 1.3836 -0.9775 -1.0696 0.994
N -2.6954 -1.0678 1.3957 -0.485
O 2.8955 -1.0942 2.0396 -0.387
O 0.0886 0.8031 1.9182 -0.478
F 0.3486 -1.7868 -0.7857 -0.331
F 1.0642 -0.2664 -2.1150 -0.308
F 2.3610 -1.7843 -1.4258 -0.314
H 1.4661 1.5373 -0.9984 0.258
H 1.8328 1.9075 0.7685 0.248
H -1.2648 1.4512 -1.7869 0.239
H -1.3719 -0.4744 -1.6517 0.240
H -2.7497 0.4271 -1.0269 0.225
H -3.4073 -1.1835 0.5295 0.338
```

Values from the calculation:
* charge: 0
* gap between HOMO and LUMO: 7.720 eV
* energy relative to the best compared isomer or geometry (same formula, charge and spin): 46.6 kcal per mole
* E_tot: -23162.0375 eV
* HOMO level: -0.317 Eh



DFT (ωB97M-V with the def2-TZVPD basis set) results for a 2-piece molecular cluster, C4H8OS2 overall in a non-equilibrium geometry.

```
15
Properties=species:S:1:pos:R:3:nbo_charge:R:1
C -1.6844 0.4231 2.0488 -0.437
C -1.3494 0.0601 0.8176 -0.290
S -1.4785 -1.6775 0.4791 0.046
S -1.0353 1.0966 -0.6291 0.012
H -1.9838 1.3432 2.4859 0.210
H -1.9149 -0.3897 2.8094 0.209
H -2.0470 -1.3326 -0.7272 0.131
H -1.6494 2.1429 -0.1372 0.130
C 2.0347 -0.3909 -1.5602 -0.743
C 1.8807 0.0413 -0.2164 0.401
O 1.3738 -0.7157 0.6280 -0.536
H 2.1249 0.4720 -2.2802 0.224
H 1.0123 -0.9760 -1.8460 0.256
H 2.7646 -1.2244 -1.7437 0.260
H 1.9518 1.1276 -0.1288 0.126
```

Values from the calculation:
* charge: 0
* gap between HOMO and LUMO: 8.847 eV
* energy relative to the best compared isomer or geometry (same formula, charge and spin): 59.3 kcal per mole
* SMILES string: C=C(S)S.CC=O
* E_tot: -27993.1308 eV
* HOMO level: -0.307 Eh



DFT (ωB97M-V with the def2-TZVPD basis set) results for C10H5HgNO5S as an isolated structure in a non-equilibrium geometry.

```
23
Properties=species:S:1:pos:R:3:nbo_charge:R:1
O -3.8100 3.5214 -3.2581 -0.395
C -3.0809 2.9191 -2.6327 0.441
Hg -1.1264 1.1653 -0.9750 1.152
O -3.6791 2.0255 1.7692 -0.386
C -3.0848 1.9686 0.8014 0.450
C 0.1044 1.4246 -3.3791 0.453
O 0.8458 1.2618 -4.2258 -0.374
C -0.3650 3.8962 -0.7182 0.442
O 0.2604 4.7718 -0.3424 -0.392
C -2.7532 -0.5988 -1.9464 0.463
O -3.1834 -1.6386 -2.1259 -0.353
S 0.7190 1.0656 0.7579 -0.210
C 1.1626 -0.5713 0.9680 0.028
N 0.6118 -1.2256 2.0468 -0.445
C 1.1389 -2.3798 2.5591 0.100
C 2.2563 -2.9210 1.9586 -0.216
C 2.7354 -2.3756 0.7532 -0.064
C 2.1492 -1.2209 0.2364 -0.222
H -0.2371 -0.8321 2.4444 0.452
H 0.6347 -2.7972 3.4219 0.264
H 2.7256 -3.8067 2.3926 0.279
H 3.5364 -2.8726 0.2105 0.270
H 2.4396 -0.7798 -0.7163 0.263
```

Values from the calculation:
* charge: +2
* gap between HOMO and LUMO: 7.589 eV
* energy relative to the best compared isomer or geometry (same formula, charge and spin): 0.0 kcal per mole
* E_tot: -37170.2686 eV
* HOMO level: -0.610 Eh



DFT (ωB97M-V with the def2-TZVPD basis set) results for C36H43N9O4PS3Zr as an isolated structure in a non-equilibrium geometry.

```
97
Properties=species:S:1:pos:R:3:mulliken_charge:R:1
Zr 0.3513 0.9290 0.1486 -0.744
N -1.0124 2.2467 1.9318 0.162
C -0.6428 2.0101 3.3089 -0.217
C -0.4786 3.0630 4.1902 -0.777
C -0.1718 2.8103 5.5185 -0.917
C -0.0505 1.5034 5.9632 -0.932
C -0.1874 0.4512 5.0703 -1.253
C -0.4709 0.6930 3.7314 0.733
P -0.5259 -0.5743 2.4052 3.437
C 0.5531 -1.9112 3.0418 0.971
C 1.7663 -2.1894 2.4115 -0.263
C 2.6083 -3.1774 2.8999 -1.350
C 2.2537 -3.8924 4.0330 -0.697
C 1.0420 -3.6351 4.6584 -0.981
C 0.1884 -2.6650 4.1602 -0.921
C -2.1939 -1.2967 2.6688 0.805
C -3.2458 -0.4996 3.1167 -0.720
C -4.5013 -1.0490 3.3343 -0.830
C -4.7244 -2.3963 3.0907 -0.705
C -3.6889 -3.1925 2.6186 -0.945
C -2.4333 -2.6470 2.4048 -0.532
H -1.9709 1.9342 1.7984 0.259
H -1.0082 3.2493 1.7695 0.202
H -0.5939 4.0876 3.8525 0.522
H -0.0374 3.6312 6.2095 0.437
H 0.1668 1.2987 7.0025 0.493
H -0.0528 -0.5585 5.4270 0.418
H 2.0402 -1.6566 1.5139 0.198
H 3.5398 -3.3954 2.3938 0.490
H 2.9147 -4.6551 4.4219 0.439
H 0.7563 -4.1928 5.5405 0.445
H -0.7689 -2.5016 4.6373 0.583
H -3.0821 0.5483 3.3424 0.332
H -5.3003 -0.4295 3.7198 0.495
H -5.6956 -2.8301 3.2868 0.463
H -3.8546 -4.2468 2.4382 0.475
H -1.6231 -3.2858 2.0710 0.519
N -3.2270 2.8546 -1.8896 -0.007
C -2.6181 4.0800 -1.6931 0.788
C -2.9802 5.3701 -2.0611 -1.180
C -2.1705 6.3927 -1.6149 -0.628
C -1.0502 6.1388 -0.8107 -1.494
C -0.6862 4.8545 -0.4605 -0.766
C -1.4677 3.8027 -0.9393 -0.402
N -1.3824 2.4266 -0.7253 1.207
C -2.4731 1.9210 -1.2797 -0.360
C -2.7937 0.5228 -1.1234 -0.542
C -3.9400 -0.1527 -1.4143 -0.475
S -3.7721 -1.7925 -0.9734 -0.101
C -2.1848 -1.4789 -0.4353 -0.658
N -1.8019 -0.2393 -0.5543 1.009
H -4.0967 2.7015 -2.3754 0.264
H -3.8661 5.5593 -2.6526 0.479
H -2.4136 7.4144 -1.8714 0.445
H -0.4673 6.9765 -0.4500 0.517
H 0.1587 4.6590 0.1834 1.272
H -4.8584 0.2202 -1.8397 0.475
H -1.5441 -2.2552 -0.0479 0.433
N 0.4608 0.5450 -2.3309 -0.536
C 1.3566 -0.6307 -2.4828 0.581
C 1.3946 -1.2094 -3.9052 -0.726
C 2.7583 -1.7870 -4.3181 -0.980
C 3.0599 -3.2026 -3.8170 -0.676
N 2.4414 -4.2194 -4.6719 -0.133
C 1.7135 -5.2704 -4.2957 0.717
N 1.1929 -5.3549 -3.0791 -0.225
N 1.4962 -6.2505 -5.1768 -0.373
C 0.8665 -1.6112 -1.3940 -0.242
O 0.6862 -2.7922 -1.6278 -0.837
O 0.6382 -1.0428 -0.2576 1.553
H -0.4267 0.3115 -2.7675 0.427
H 0.8331 1.3459 -2.8281 0.347
H 2.3570 -0.3230 -2.1732 -0.036
H 1.1564 -0.4024 -4.6016 0.433
H 0.6218 -1.9750 -4.0106 0.385
H 3.5512 -1.1228 -3.9674 0.409
H 2.8154 -1.7967 -5.4084 0.544
H 2.7162 -3.3273 -2.7957 0.249
H 4.1383 -3.3678 -3.8361 0.287
H 2.7899 -4.2405 -5.6182 0.262
H 1.1177 -4.5424 -2.4772 0.230
H 0.6570 -6.1671 -2.8250 0.267
H 1.9641 -6.2795 -6.0664 0.203
H 0.9361 -7.0503 -4.9366 0.205
O 2.7895 0.4175 -0.0276 -0.367
S 2.9121 0.8334 1.4198 0.237
N 1.6135 1.4169 1.8181 0.139
C 2.3673 4.9835 -1.5632 -0.852
S 2.6976 3.4490 -0.6698 0.456
C 3.7793 2.7504 -1.9349 -0.925
O 1.3907 2.6425 -0.7597 -0.588
H 1.8700 4.7615 -2.5056 0.335
H 3.3273 5.4705 -1.7341 0.526
H 1.7435 5.6352 -0.9600 0.252
H 4.7039 3.3273 -1.9532 0.564
H 3.2920 2.7975 -2.9082 0.336
H 3.9907 1.7241 -1.6554 0.177
```

Values from the calculation:
* charge: +3
* gap between HOMO and LUMO: 7.362 eV
* energy relative to the best compared isomer or geometry (same formula, charge and spin): 18.0 kcal per mole
* E_tot: -102690.7795 eV
* HOMO level: -0.558 Eh



> Number 3 is which compound?

C10H5HgNO5S



> What is the formula in the fourth record?

C36H43N9O4PS3Zr



> gap between HOMO and LUMO of number 2 (C4H8OS2)?

8.847 eV



> Among the records above, which one has the highest HOMO level?

C4H8OS2